Below is an isolated molecule of C2H7O3P at a distorted geometry, with properties calculated with the ωB97M-V functional and the def2-TZVPD basis.

Structure (XYZ):
```
13
Properties=species:S:1:pos:R:3:forces:R:3
C -2.45784 0.23501 0.07808 -1.29 0.48 0.66
O -1.37713 -0.59850 0.41698 0.69 0.19 0.21
P -0.24128 -0.68419 -0.77036 0.17 -1.16 0.14
O 1.16403 -0.70177 0.04607 -0.37 -1.43 0.69
C 1.83113 0.50477 0.33339 -0.51 -0.40 -1.97
O 3.15707 0.24864 0.51007 0.74 -0.43 -0.81
H -2.18366 0.85720 -0.76860 -0.39 0.06 -0.32
H -2.83840 0.91101 0.88098 0.96 -0.50 -0.10
H -3.30526 -0.42166 -0.09802 -0.23 0.12 -0.63
H -0.20718 -2.12934 -0.85432 -0.11 0.61 -0.14
H 1.42157 0.92053 1.21232 -0.34 0.88 0.86
H 1.64722 1.00137 -0.62914 0.14 1.42 0.57
H 3.38972 -0.14309 -0.35746 0.53 0.15 0.85
```
Positions in Å, forces in eV/Å.

Properties
**Orbital gap**: 10.249 eV
**Multiplicity**: 1
**HOMO**: -9.33 eV
**ΔE to the lowest compared entry with this formula, charge and spin**: 32.1 kcal per mole
**Structure (SMILES)**: COPOCO

Quick look at the natural (NBO) charges, all values in e:
1 C -0.26
2 O -0.80
3 P 1.13
4 O -0.82
5 C 0.23
6 O -0.68
7 H 0.18
8 H 0.18
9 H 0.18
10 H -0.09
11 H 0.16
12 H 0.13
13 H 0.47



Below is a cluster of 2 separate species, C4H12 in total at a distorted geometry, with properties calculated with the ωB97M-V functional and the def2-TZVPD basis.

Structure (XYZ):
```
16
Properties=species:S:1:pos:R:3:forces:R:3
C -1.64621 0.63892 1.06636 -1.55 3.34 0.05
C -1.66824 -0.78207 1.16561 0.85 -3.85 3.86
H -1.34572 1.08597 2.00193 0.65 0.44 -0.06
H -1.11095 0.96350 0.21593 1.23 0.72 -0.56
H -2.64062 1.12967 0.89284 0.43 -0.77 0.13
H -2.65235 -1.14274 1.16358 -1.66 -0.60 0.52
H -1.27619 -1.36882 0.38223 1.18 -0.28 -0.98
H -1.17518 -1.20070 2.23362 -1.19 1.00 -2.94
C 2.22139 0.57809 -1.11972 0.57 -0.24 -0.23
C 1.09361 -0.45064 -1.10863 2.98 -0.11 -0.96
H 3.12494 0.22488 -0.58728 -0.44 0.26 -0.26
H 2.47732 0.78650 -2.15870 0.30 -0.04 -0.02
H 1.90036 1.51694 -0.72583 -0.10 0.70 0.62
H 1.55962 -1.26202 -1.73342 -1.27 0.05 1.01
H 0.30317 0.01302 -1.60436 -1.67 0.27 -0.93
H 0.83227 -0.65200 -0.10226 -0.30 -0.89 0.74
```
Positions in Å, forces in eV/Å.

Properties
**Orbital gap**: 12.330 eV
**Multiplicity**: 1
**HOMO**: -11.17 eV
**ΔE to the lowest compared entry with this formula, charge and spin**: 26.6 kcal per mole
**Structure (SMILES)**: CC.CC

Quick look at the natural (NBO) charges, all values in e:
1 C -0.63
2 C -0.60
3 H 0.21
4 H 0.21
5 H 0.20
6 H 0.21
7 H 0.21
8 H 0.19
9 C -0.59
10 C -0.60
11 H 0.20
12 H 0.19
13 H 0.20
14 H 0.21
15 H 0.20
16 H 0.21



Below is an isolated molecule of CH3N4OP at a distorted geometry, with properties calculated with the ωB97M-V functional and the def2-TZVPD basis.

Structure (XYZ):
```
10
Properties=species:S:1:pos:R:3:forces:R:3
C 1.55782 0.34592 -0.38598 1.73 3.16 1.31
N 0.33104 -0.50896 -2.14281 -1.33 -1.22 -1.45
N -2.00887 0.26324 1.94842 -3.76 -2.99 -1.40
N 1.05698 0.15120 -1.46838 -0.02 -0.16 0.32
N -0.96132 0.76919 1.96206 4.18 3.28 0.56
O -0.36422 -1.27211 0.44989 -1.27 -1.86 -1.49
P 0.44618 -0.29015 1.17363 1.22 0.06 1.57
H 2.39617 1.07617 -0.31012 -0.51 -0.98 0.24
H -0.43098 0.07078 -2.48966 -0.24 0.04 -0.38
H -2.02281 -0.60529 1.26296 0.01 0.67 0.71
```
Positions in Å, forces in eV/Å.

Properties
**Orbital gap (alpha / beta)**: 6.260 / 6.251 eV
**Multiplicity**: 1
**HOMO (alpha / beta)**: -7.51 / -7.51 eV
**ΔE to the lowest compared entry with this formula, charge and spin**: 45.9 kcal per mole

Quick look at the natural (NBO) charges, all values in e:
1 C -0.18
2 N -0.26
3 N -0.26
4 N 0.01
5 N -0.35
6 O -1.09
7 P 1.22
8 H 0.25
9 H 0.36
10 H 0.29



Below is a structure of composition C27H27AsNOPdSTe4 at a distorted geometry, with properties calculated with the ωB97M-V functional and the def2-TZVPD basis.

Structure (XYZ):
```
63
Properties=species:S:1:pos:R:3:forces:R:3
Pd 0.68774 1.75314 0.83361 -0.92 -0.14 -0.77
Te 0.70228 1.52596 3.39396 0.14 0.53 1.11
Te 2.14595 3.60031 4.31034 0.92 0.11 -0.83
Te 4.18535 3.41309 2.30733 -0.61 -0.03 0.96
Te 2.60628 3.24260 0.12783 0.27 -0.03 -0.07
O -1.20494 0.74951 1.14775 0.68 -0.02 -0.10
As -0.19621 -0.62447 1.15346 -0.05 -1.69 0.09
C -1.04627 -1.63513 2.60376 -0.24 -0.04 -0.15
C -0.41323 -2.00780 3.78339 0.05 0.06 0.02
C -1.09081 -2.75679 4.73489 -0.01 0.01 0.01
C -2.40438 -3.14663 4.51402 0.00 0.00 -0.01
C -3.05144 -2.75540 3.35077 0.01 0.00 0.00
C -2.37578 -1.99516 2.40650 -0.01 0.01 0.03
C 1.62503 -1.38972 1.39272 0.09 0.14 -0.17
C 2.81069 -0.71020 1.16430 0.02 0.06 -0.01
C 4.02664 -1.37387 1.25785 0.00 -0.01 0.03
C 4.06774 -2.72159 1.58010 -0.01 -0.01 -0.02
C 2.88236 -3.41138 1.79276 0.00 0.01 0.00
C 1.66621 -2.75033 1.69168 -0.04 -0.01 -0.06
C -0.70189 -1.56381 -0.47311 -0.14 0.27 -0.14
C -1.92288 -1.19973 -1.03496 -0.06 -0.01 0.03
C -2.33763 -1.75362 -2.23572 0.00 -0.02 0.01
C -1.52482 -2.66342 -2.89806 -0.01 -0.01 0.02
C -0.30177 -3.01703 -2.34934 0.00 0.00 -0.01
C 0.11216 -2.46755 -1.14242 -0.01 -0.06 0.03
H 0.61417 -1.71746 3.96301 -0.01 0.04 0.00
H -0.58568 -3.03755 5.65068 0.00 -0.01 0.00
H -2.92153 -3.75535 5.24555 -0.01 0.03 0.02
H -4.07952 -3.04600 3.17332 0.00 0.01 0.01
H -2.89079 -1.68414 1.50585 0.00 -0.03 -0.01
H 2.80034 0.34251 0.91227 -0.03 0.01 0.03
H 4.94026 -0.81918 1.08608 0.00 0.00 0.00
H 5.01692 -3.23764 1.65769 0.00 0.01 0.02
H 2.89677 -4.46625 2.03835 0.00 0.00 -0.01
H 0.75070 -3.31094 1.83007 0.01 0.00 0.03
H -2.53380 -0.45686 -0.53674 0.05 0.05 -0.02
H -3.28622 -1.45559 -2.66553 0.00 -0.01 0.00
H -1.83629 -3.08174 -3.84743 0.00 -0.01 0.00
H 0.34845 -3.70999 -2.86911 -0.01 -0.01 0.00
H 1.07587 -2.74670 -0.74005 0.02 0.06 -0.02
C 1.79461 1.97865 -4.33726 -0.02 0.01 -0.04
C 0.38949 1.68760 -3.79097 0.05 0.04 0.10
C -0.15358 0.39792 -4.41571 -0.02 0.02 -0.04
C -0.54105 2.86053 -4.12448 0.00 0.01 -0.06
C 0.47637 1.53386 -2.32830 0.11 -0.42 -0.08
C 0.63605 1.31683 -1.14176 -0.06 1.05 0.12
H 1.75314 2.19118 -5.40996 0.00 -0.03 -0.01
H 2.44942 1.12224 -4.17231 0.01 0.01 0.01
H 2.23060 2.83753 -3.82578 0.00 0.01 -0.01
H -0.17585 0.48425 -5.50660 0.00 0.00 0.00
H -1.16364 0.19480 -4.05873 0.00 0.00 0.00
H 0.47329 -0.45107 -4.14086 0.00 0.00 0.00
H -0.59988 3.00418 -5.20739 -0.01 -0.01 0.00
H -0.16806 3.78395 -3.67784 0.00 -0.01 0.01
H -1.54705 2.67427 -3.74431 0.01 0.00 0.02
S -3.04070 4.69606 0.17635 0.01 -0.03 0.01
C -2.77085 4.94718 1.85160 -0.03 0.01 -0.02
C -1.50387 4.58153 2.16990 0.03 0.01 -0.01
N -0.74806 4.11948 1.12504 -0.13 0.09 -0.12
C -1.42550 4.12035 0.02473 -0.03 0.13 -0.02
H -3.54243 5.33617 2.49433 0.02 -0.01 0.03
H -1.05258 4.62796 3.15055 -0.03 -0.04 0.02
H -1.02591 3.79646 -0.92767 0.00 -0.09 0.03
```
Positions in Å, forces in eV/Å.

Properties
**Orbital gap**: 5.790 eV
**Multiplicity**: 1
**Total charge**: -1
**HOMO**: -3.62 eV
**ΔE to the lowest compared entry with this formula, charge and spin**: 29.9 kcal per mole

Quick look at the natural (NBO) charges, all values in e:
1 Pd 0.40
2 Te -0.37
3 Te -0.11
4 Te -0.15
5 Te -0.13
6 O -1.04
7 As 1.82
8 C -0.28
9 C -0.23
10 C -0.21
11 C -0.21
12 C -0.22
13 C -0.21
14 C -0.36
15 C -0.20
16 C -0.20
17 C -0.21
18 C -0.25
19 C -0.17
20 C -0.27
21 C -0.21
22 C -0.22
23 C -0.21
24 C -0.21
25 C -0.23
26 H 0.24
27 H 0.21
28 H 0.20
29 H 0.21
30 H 0.22
31 H 0.26
32 H 0.22
33 H 0.21
34 H 0.21
35 H 0.21
36 H 0.24
37 H 0.21
38 H 0.21
39 H 0.21
40 H 0.23
41 C -0.59
42 C -0.13
43 C -0.59
44 C -0.59
45 C -0.19
46 C -0.32
47 H 0.19
48 H 0.21
49 H 0.22
50 H 0.19
51 H 0.21
52 H 0.22
53 H 0.19
54 H 0.21
55 H 0.21
56 S 0.37
57 C -0.47
58 C -0.03
59 N -0.44
60 C -0.13
61 H 0.23
62 H 0.23
63 H 0.24



Number 1: DFT total energy -647.45237 Eh. Number 2: DFT total energy -159.54259 Eh. Number 3: DFT total energy -675.34116 Eh. Number 4: DFT total energy -5008.98847 Eh.